Record 1
{"formula": "C4H16NO3", "method": "ωB97M-V with the def2-TZVPD basis set", "charge": 1, "mol_weight_g_mol": 126.18, "energy_ev": -12031.4727, "symbols": ["O", "C", "C", "N", "C", "C", "H", "H", "H", "H", "H", "H", "H", "H", "H", "H", "H", "H", "H", "H", "O", "H", "H", "O"], "coordinates": [[-1.287, -2.258, -1.036], [-1.818, -1.010, -0.719], [-0.681, 0.180, -0.407], [0.702, -0.546, -0.868], [1.783, 0.068, 0.168], [-0.965, 1.399, -1.310], [-2.019, -2.949, -0.786], [-2.324, -1.034, 0.343], [-2.590, -0.755, -1.439], [-0.453, 0.077, 0.704], [0.635, -1.504, -0.908], [0.843, -0.311, -1.856], [1.861, 1.145, 0.013], [2.626, -0.615, -0.139], [1.397, -0.141, 1.170], [-0.337, 2.321, -1.284], [-0.823, 1.080, -2.419], [-1.975, 1.838, -1.233], [2.249, -1.754, 3.291], [3.656, -1.582, 2.607], [2.762, -1.296, 2.572], [-0.748, 3.241, 0.933], [-1.577, 2.097, 1.617], [-0.917, 2.310, 0.987]]}

Record 2
{"formula": "C4H16NO6", "method": "ωB97M-V with the def2-TZVPD basis set", "spin_multiplicity": 2, "mol_weight_g_mol": 174.17, "energy_ev": -18180.7132, "symbols": ["C", "C", "C", "C", "O", "O", "N", "H", "H", "H", "H", "H", "H", "H", "H", "H", "H", "O", "H", "H", "O", "H", "H", "O", "H", "H", "O"], "coordinates": [[2.067, -0.986, -0.340], [1.635, -0.163, -1.544], [0.711, 0.971, -1.148], [-0.731, 0.426, -0.544], [-1.437, 0.073, -1.485], [-0.783, 0.379, 0.667], [1.113, -1.151, -2.499], [2.289, -0.399, 0.557], [3.011, -1.480, -0.547], [1.368, -1.748, 0.008], [2.529, 0.262, -1.997], [1.083, 1.547, -0.303], [0.511, 1.629, -1.988], [0.402, -1.656, -1.981], [0.538, -0.671, -3.194], [1.838, 0.493, 3.270], [0.402, 0.438, 3.155], [1.076, 1.049, 3.488], [-2.108, -2.001, -1.112], [-2.533, -2.502, 0.236], [-2.043, -2.787, -0.550], [-0.719, 2.690, 1.293], [-1.542, 3.705, 0.466], [-0.737, 3.602, 0.987], [-2.845, -0.177, 1.076], [-2.135, -0.712, 2.255], [-2.961, -0.832, 1.773]]}

Record 3
{"formula": "C4H16NO7", "method": "ωB97M-V with the def2-TZVPD basis set", "spin_multiplicity": 2, "mol_weight_g_mol": 190.17, "energy_ev": -20227.0770, "symbols": ["O", "C", "O", "C", "C", "C", "O", "N", "H", "H", "H", "H", "H", "H", "H", "H", "H", "H", "O", "H", "H", "O", "H", "H", "O", "H", "H", "O"], "coordinates": [[-1.776, -0.826, 0.606], [-0.630, -0.681, 0.940], [-0.170, -0.487, 2.129], [0.504, -0.592, -0.177], [0.611, -1.843, -1.137], [-0.698, -2.290, -1.804], [1.593, -1.502, -2.113], [0.198, 0.606, -0.999], [1.490, -0.580, 0.274], [1.060, -2.657, -0.545], [-0.743, -1.821, -2.806], [-1.539, -1.965, -1.218], [-0.821, -3.353, -1.884], [1.712, -0.550, -2.177], [-0.163, 0.284, -1.890], [-0.583, 1.102, -0.536], [1.397, 1.442, -3.527], [0.770, 2.092, -2.282], [1.132, 2.293, -3.159], [-2.746, 2.070, 0.614], [-1.934, 2.226, -0.702], [-2.141, 2.651, 0.133], [-0.938, 1.086, 3.832], [-0.722, -0.278, 4.168], [-0.977, 0.535, 4.630], [1.328, 0.986, 3.377], [2.650, 0.611, 3.167], [2.138, 1.442, 3.086]]}

Record 4
{"formula": "C4H16O3", "method": "ωB97M-V with the def2-TZVPD basis set", "smiles": "CCCC.O.O.O", "mol_weight_g_mol": 112.17, "energy_ev": -10549.2611, "symbols": ["C", "C", "C", "C", "H", "H", "H", "H", "H", "H", "H", "H", "H", "H", "O", "H", "H", "O", "H", "H", "O", "H", "H"], "coordinates": [[-0.900, -1.561, -0.019], [-0.801, -0.547, 1.114], [-0.253, 0.900, 0.773], [-0.364, 1.682, 2.054], [-1.952, -1.736, -0.262], [-0.590, -2.567, 0.267], [-0.414, -1.226, -0.935], [-0.146, -0.988, 1.886], [-1.827, -0.326, 1.474], [0.758, 0.774, 0.372], [-0.948, 1.136, -0.035], [0.369, 2.510, 2.122], [-0.152, 1.067, 2.930], [-1.281, 2.255, 2.192], [0.909, -0.790, -3.023], [1.567, -0.156, -3.319], [1.306, -1.654, -3.089], [3.445, 0.294, 1.555], [3.250, -0.620, 1.843], [3.041, 0.888, 2.171], [-2.423, 0.155, -2.059], [-1.915, 0.893, -1.726], [-2.819, -0.281, -1.276]]}

Record 5
{"formula": "C4H16O3S", "method": "ωB97M-V with the def2-TZVPD basis set", "smiles": "CCCSC.O.O.O", "mol_weight_g_mol": 144.24, "energy_ev": -21383.3399, "symbols": ["C", "C", "C", "S", "C", "H", "H", "H", "H", "H", "H", "H", "H", "H", "H", "O", "H", "H", "O", "H", "H", "O", "H", "H"], "coordinates": [[-0.822, 1.928, -1.522], [0.371, 1.319, -0.857], [-0.037, 0.680, 0.454], [0.254, -1.095, 0.381], [-1.361, -1.799, 0.812], [-1.285, 2.620, -0.906], [-0.561, 2.572, -2.431], [-1.659, 1.403, -2.080], [1.183, 2.025, -0.715], [1.083, 0.583, -1.459], [-1.137, 0.842, 0.741], [0.697, 1.034, 1.369], [-2.143, -1.610, 0.163], [-1.159, -2.839, 0.957], [-1.893, -1.534, 1.662], [4.835, -0.725, 2.430], [5.301, -1.246, 3.048], [3.953, -1.024, 2.563], [-6.535, 0.868, -1.182], [-7.274, 0.317, -1.403], [-6.062, 0.959, -2.060], [4.914, -2.085, 0.049], [5.198, -1.250, 0.479], [4.140, -1.941, -0.493]]}

Record 6
{"formula": "C4H16O3S", "method": "ωB97M-V with the def2-TZVPD basis set", "charge": 1, "spin_multiplicity": 2, "mol_weight_g_mol": 144.24, "energy_ev": -21374.6383, "symbols": ["C", "C", "C", "C", "S", "H", "H", "H", "H", "H", "H", "H", "H", "H", "H", "H", "H", "O", "H", "H", "O", "H", "H", "O"], "coordinates": [[-0.397, 1.744, -2.111], [0.219, 1.558, -0.750], [-0.859, 0.648, -0.038], [-0.345, -0.099, 1.069], [-1.689, -1.001, 2.049], [0.272, 2.160, -2.915], [-0.699, 0.703, -2.595], [-1.304, 2.302, -2.125], [0.262, 2.530, -0.185], [1.187, 1.111, -0.579], [-1.383, -0.042, -0.787], [-1.614, 1.508, 0.247], [0.045, 0.601, 1.886], [0.335, -0.994, 0.811], [-0.953, -1.123, 3.252], [3.188, 4.191, 1.482], [2.358, 3.184, 0.565], [2.978, 3.277, 1.327], [-0.821, -2.164, -3.205], [-0.742, -2.565, -1.730], [-1.112, -1.980, -2.275], [2.571, -3.140, -1.423], [1.660, -3.428, -0.151], [2.003, -2.787, -0.847]]}

Record 7
{"formula": "C4H16O4", "method": "ωB97M-V with the def2-TZVPD basis set", "smiles": "C=CCC.O.O.O.O", "mol_weight_g_mol": 128.17, "energy_ev": -12595.6127, "symbols": ["C", "C", "C", "C", "H", "H", "H", "H", "H", "H", "H", "H", "O", "H", "H", "O", "H", "H", "O", "H", "H", "O", "H", "H"], "coordinates": [[-0.493, 0.470, -1.846], [0.361, 0.372, -0.779], [1.387, 1.329, -0.453], [2.189, 0.975, 0.817], [-1.265, -0.240, -2.134], [-0.467, 1.401, -2.387], [0.118, -0.568, -0.264], [2.107, 1.526, -1.267], [0.891, 2.306, -0.263], [3.102, 0.355, 0.716], [2.656, 1.913, 1.283], [1.639, 0.399, 1.721], [-2.143, 0.855, 2.416], [-2.636, 1.585, 2.689], [-1.276, 1.214, 2.432], [2.272, -0.630, -3.016], [1.447, -0.222, -2.852], [2.237, -1.457, -3.330], [-0.232, -2.344, 1.925], [-1.102, -1.943, 1.877], [-0.078, -2.933, 2.664], [-3.299, -1.653, 0.242], [-3.251, -1.383, -0.681], [-4.165, -1.327, 0.490]]}

Record 8
{"formula": "C4H16O4", "method": "ωB97M-V with the def2-TZVPD basis set", "smiles": "CO.CO.CO.CO", "mol_weight_g_mol": 128.17, "energy_ev": -12594.2958, "symbols": ["C", "O", "H", "H", "H", "H", "C", "O", "H", "H", "H", "H", "C", "O", "H", "H", "H", "H", "C", "O", "H", "H", "H", "H"], "coordinates": [[-0.477, 0.046, 2.579], [-1.076, 0.726, 1.614], [-1.227, -0.599, 3.036], [0.355, -0.546, 2.198], [-0.106, 0.629, 3.422], [-0.346, 1.148, 1.156], [5.442, 3.820, 4.503], [4.545, 3.823, 3.533], [5.270, 3.007, 5.207], [6.413, 3.907, 4.014], [5.292, 4.768, 5.020], [4.608, 2.959, 3.119], [-5.936, -2.283, -1.508], [-7.186, -2.113, -2.265], [-6.128, -2.146, -0.444], [-5.471, -3.253, -1.683], [-5.199, -1.531, -1.789], [-6.987, -1.623, -3.066], [1.303, -2.038, -4.516], [2.095, -1.086, -5.252], [0.562, -1.414, -4.016], [0.785, -2.772, -5.134], [1.764, -2.410, -3.601], [1.704, -1.019, -6.126]]}

Record 9
{"formula": "C4H16Si4", "method": "ωB97M-V with the def2-TZVPD basis set", "spin_multiplicity": 3, "mol_weight_g_mol": 176.52, "energy_ev": -35911.7840, "symbols": ["C", "C", "C", "C", "Si", "Si", "Si", "Si", "H", "H", "H", "H", "H", "H", "H", "H", "H", "H", "H", "H", "H", "H", "H", "H"], "coordinates": [[2.998, -0.339, -0.041], [0.523, 2.752, -1.341], [0.004, -2.669, -0.873], [-3.471, -0.195, 0.443], [1.507, 0.010, 1.026], [0.226, 1.932, 0.385], [-0.243, -1.562, 0.732], [-1.652, 0.106, -0.108], [3.754, -0.663, 0.645], [2.751, -1.164, -0.656], [3.314, 0.468, -0.713], [-0.408, 3.269, -1.427], [1.410, 3.513, -1.332], [0.615, 2.116, -2.183], [-0.538, -3.635, -0.739], [-0.199, -2.016, -1.739], [1.030, -2.912, -0.960], [-3.694, 0.561, 1.235], [-4.248, -0.130, -0.304], [-3.719, -1.176, 0.837], [1.789, -0.037, 2.369], [-0.404, 3.120, 0.754], [-0.692, -2.520, 1.787], [-0.654, 1.170, 2.202]]}